ORCA calculation (ωB97M-V/def2-TZVPD) on a cluster of 2 separate species, C7H16S in total.

As for the SMILES: CC=C(C)C.CSC.

```
24
Properties=species:S:1:pos:R:3:forces:R:3
C -0.90841 2.91027 -0.92166 0.012 -0.127 -0.148
C -1.68931 1.77836 -0.31538 -0.220 -0.534 -0.006
C -1.96333 0.57705 -0.85076 0.129 0.567 0.266
C -2.76967 -0.44100 -0.08548 -0.040 0.098 0.192
C -1.52257 0.11627 -2.21554 0.134 0.225 -0.059
H -0.54150 2.66198 -1.93178 -0.120 0.225 0.460
H -0.04219 3.14593 -0.28078 -0.276 0.062 -0.277
H -1.54917 3.80544 -0.99028 0.340 -0.211 0.010
H -2.08097 1.96812 0.69268 0.130 -0.045 -0.323
H -3.68300 -0.69949 -0.64730 0.286 -0.047 0.212
H -2.17635 -1.35889 0.06299 -0.286 0.202 -0.062
H -3.06364 -0.04842 0.90249 0.086 -0.210 -0.385
H -2.41146 -0.12814 -2.82114 0.356 -0.020 0.111
H -0.93269 0.88051 -2.74901 -0.279 -0.428 0.183
H -0.90735 -0.79320 -2.11074 -0.232 0.237 -0.164
C 3.55993 -1.29911 0.42330 0.215 0.384 -0.267
S 2.83532 -2.74420 1.21602 0.004 0.119 0.035
C 2.26775 -1.94936 2.72858 -0.184 0.184 0.445
H 3.97072 -1.61370 -0.55081 -0.185 0.115 0.428
H 4.37770 -0.87405 1.02925 -0.289 -0.221 -0.212
H 2.80557 -0.51334 0.24978 0.234 -0.340 0.051
H 3.10779 -1.51310 3.29483 -0.279 -0.216 -0.230
H 1.53564 -1.15239 2.51535 0.248 -0.335 0.029
H 1.78119 -2.71552 3.35538 0.217 0.318 -0.289
```
Positions in Å, forces in eV/Å.

=====

ORCA calculation (ωB97M-V/def2-TZVPD) on an isolated molecule of C7H16SSi.

As for the SMILES: C=CSCC[Si](C)(C)C.

```
25
Properties=species:S:1:pos:R:3:forces:R:3
C -2.98789 -1.10927 -2.69223 -1.603 0.797 -0.100
C -1.94085 -1.29749 -1.94353 1.084 -0.129 0.346
S -1.88724 -0.92353 -0.22188 -0.849 -0.836 0.713
C -1.37256 0.77553 -0.27397 -0.795 1.509 -1.592
C 0.08971 0.93500 -0.61874 0.031 -0.034 0.364
Si 1.10987 0.32845 0.84036 0.516 -1.015 -0.045
C 2.67017 1.32178 0.97255 -0.349 -0.573 0.249
C 0.19096 0.25377 2.47516 -0.335 -0.093 -0.560
C 1.51010 -1.43052 0.36425 0.040 0.079 0.248
H -3.89663 -0.77135 -2.20827 -0.138 0.126 -0.120
H -3.01352 -1.16194 -3.76684 0.188 -0.475 -0.197
H -1.04825 -1.69298 -2.37416 0.702 -0.103 -0.224
H -1.57308 1.27418 0.65144 -0.264 -0.210 0.946
H -2.06974 1.31794 -0.96223 0.624 -0.497 0.144
H 0.36170 1.95875 -0.81445 -0.134 0.683 -0.132
H 0.31859 0.38044 -1.52696 0.187 -0.117 -0.015
H 3.12300 1.32813 0.00490 0.521 0.063 -0.716
H 2.39366 2.32424 1.21587 0.103 0.871 0.356
H 3.37170 0.90624 1.69427 -0.006 0.133 0.078
H -0.31250 1.16685 2.74935 -0.162 0.437 0.159
H -0.56838 -0.51988 2.38168 -0.216 -0.086 -0.003
H 0.81425 -0.04975 3.30059 0.477 -0.024 0.227
H 2.24050 -1.89589 1.01688 0.113 -0.203 0.156
H 0.57220 -1.98556 0.38264 0.172 -0.181 -0.036
H 1.90424 -1.43311 -0.64669 0.091 -0.122 -0.246
```
Positions in Å, forces in eV/Å.

=====

ORCA calculation (ωB97M-V/def2-TZVPD) on an isolated molecule of C7H16Si.

As for the SMILES: C=C[Si@@H](C)C(C)(C)C.

```
24
Properties=species:S:1:pos:R:3:forces:R:3
C 3.08982 1.16722 0.22811 0.194 -1.151 -2.615
C 2.11899 0.63086 0.92605 -1.066 -1.225 1.899
Si 0.75318 -0.60468 0.37526 0.628 -1.494 1.497
C 0.20200 -1.81827 1.99049 2.903 1.232 -0.562
C -0.74211 0.07642 -0.64540 0.899 3.385 1.146
C -1.53625 -1.02829 -1.14275 1.299 -1.914 -2.875
C -1.60906 0.93631 0.33126 -1.068 -1.839 -0.147
C -0.26520 0.97480 -1.87422 1.362 -2.661 1.454
H 3.86781 1.77014 0.61284 0.716 0.452 0.584
H 3.22611 0.83607 -0.83965 -0.350 0.929 0.831
H 2.25392 0.64971 2.03156 -0.525 0.671 -0.593
H 1.59049 -1.69887 -0.28052 -0.582 0.550 -0.368
H 1.25046 -2.20795 2.42588 -2.329 1.067 -0.777
H -0.44475 -1.42015 2.77686 0.307 0.079 -0.096
H -0.25176 -2.68579 1.56977 -0.474 -0.673 -0.416
H -0.81376 -1.74546 -1.73995 -1.785 1.197 0.638
H -1.97943 -1.61210 -0.40448 -0.781 -1.039 1.507
H -2.32948 -0.58904 -1.74267 -0.159 -0.449 -0.527
H -1.35598 1.94495 0.30689 0.804 1.779 0.183
H -1.54973 0.54750 1.34665 0.046 0.145 0.227
H -2.70422 0.92407 0.10154 0.740 -0.267 -0.243
H 0.54082 1.63226 -1.60146 0.604 0.147 0.273
H 0.11753 0.15733 -2.50392 0.169 0.835 -0.621
H -0.93603 1.59820 -2.39648 -1.552 0.244 -0.400
```
Positions in Å, forces in eV/Å.

=====

The calculation returns the following ΔE to the lowest compared entry with this formula, charge and spin values, one per record and in order: 14.3; 2.7; 66.5 kcal per mole.
The calculation returns the following LUMO level values, one per record and in order: 0.77; 0.90; 0.87 eV.
The calculation returns the following gap between HOMO and LUMO values, one per record and in order: 9.29; 9.59; 10.63 eV.